# 1
C45H44N2P2S2Ti | ωB97M-V with the def2-TZVPD basis set

Last column: Mulliken charge in e.
Element x y z (Å)
Ti  0.50  -0.33  0.88  -0.7589
S  -1.79  -1.08  0.09  -0.6715
P  -1.52  0.65  -0.93  2.2530
C  0.05  1.11  -0.63  -0.2193
P  1.44  0.90  -1.51  2.2674
S  2.75  0.11  -0.14  -0.6817
C  1.33  -0.22  -2.95  0.2521
C  1.31  -1.59  -2.72  0.0827
C  1.12  -2.48  -3.77  -0.5965
C  0.94  -1.99  -5.06  -0.6929
C  0.95  -0.62  -5.29  -0.7828
C  1.14  0.26  -4.24  -0.4212
C  2.14  2.40  -2.23  -0.1257
C  3.41  2.39  -2.81  -0.3598
C  3.94  3.55  -3.35  -0.7028
C  3.21  4.73  -3.31  -0.4537
C  1.95  4.75  -2.73  -0.7579
C  1.42  3.59  -2.19  -0.0774
C  -2.69  1.89  -0.30  0.5232
C  -2.22  2.94  0.49  -0.3932
C  -3.11  3.86  1.03  -0.6265
C  -4.47  3.74  0.79  -0.6248
C  -4.95  2.69  0.01  -0.6677
C  -4.06  1.77  -0.53  -0.8440
C  -2.00  0.45  -2.67  0.3896
C  -2.20  -0.81  -3.22  -0.4928
C  -2.48  -0.94  -4.57  -0.6455
C  -2.54  0.18  -5.38  -0.5571
C  -2.33  1.45  -4.84  -0.6871
C  -2.06  1.58  -3.48  -0.4347
H  1.44  -1.98  -1.72  -0.3640
H  1.11  -3.54  -3.58  0.5053
H  0.80  -2.68  -5.88  0.4132
H  0.81  -0.24  -6.29  0.4464
H  1.14  1.33  -4.43  0.4160
H  3.98  1.47  -2.83  0.3853
H  4.93  3.53  -3.79  0.3968
H  3.62  5.63  -3.73  0.3812
H  1.38  5.67  -2.70  0.4384
H  0.44  3.58  -1.71  0.2941
H  -1.15  3.03  0.66  0.3528
H  -2.73  4.67  1.63  0.4596
H  -5.16  4.45  1.21  0.4002
H  -6.01  2.59  -0.17  0.4116
H  -4.43  0.95  -1.13  0.4049
H  -2.14  -1.69  -2.58  0.4048
H  -2.64  -1.93  -5.00  0.4568
H  -2.76  0.08  -6.44  0.4083
H  -2.38  2.32  -5.46  0.4392
H  -1.89  2.56  -3.06  0.3266
C  -2.26  0.70  3.48  -1.1919
C  -1.11  1.63  3.74  1.4558
C  -1.32  2.90  4.26  -1.0177
C  -0.26  3.76  4.50  -1.0053
C  1.04  3.34  4.26  -1.2104
C  1.29  2.07  3.75  1.6943
C  2.70  1.61  3.49  -1.1272
C  0.21  1.23  3.48  -1.1818
N  0.44  -0.05  2.90  1.3053
C  0.67  -1.14  3.70  0.6424
C  0.76  -1.05  5.19  -1.9777
C  0.85  -2.37  3.04  0.2657
C  1.07  -3.64  3.81  -2.1870
N  0.78  -2.33  1.71  1.2336
C  0.71  -3.54  0.96  -1.0865
C  -0.49  -4.25  0.91  2.0928
C  -1.67  -3.90  1.79  -1.9954
C  -0.59  -5.34  0.06  -1.0122
C  0.49  -5.76  -0.70  -0.8935
C  1.70  -5.10  -0.57  -0.7224
C  1.84  -3.99  0.26  1.2703
C  3.19  -3.35  0.42  -1.3773
H  -3.19  1.15  3.81  0.4406
H  -2.13  -0.25  4.01  0.2329
H  -2.35  0.46  2.42  0.0493
H  -2.34  3.22  4.46  0.4378
H  -0.44  4.75  4.90  0.4320
H  1.87  4.01  4.46  0.4100
H  3.42  2.37  3.77  0.4760
H  2.85  1.36  2.44  0.0448
H  2.92  0.71  4.07  0.1838
H  0.57  -0.03  5.53  0.3892
H  1.74  -1.35  5.55  0.4341
H  0.03  -1.70  5.67  0.3995
H  1.79  -3.49  4.62  0.5426
H  1.44  -4.42  3.16  0.4124
H  0.14  -3.98  4.26  0.2681
H  -1.60  -2.90  2.20  -0.0264
H  -1.74  -4.60  2.62  0.3720
H  -2.60  -3.96  1.23  0.5284
H  -1.53  -5.88  0.00  0.4580
H  0.40  -6.62  -1.35  0.4487
H  2.57  -5.45  -1.12  0.4278
H  3.97  -4.08  0.27  0.5077
H  3.31  -2.92  1.42  0.1690
H  3.34  -2.54  -0.29  0.1180

Calculated total energy in a.u.: -4179.382386
Strongest force on any atom in Eh/bohr: 0.0412
Total charge: 0
2S+1: 1

# 2
C45H44P2Pb | ωB97M-V with the def2-TZVPD basis set

Last column: Mulliken charge in e.
Element x y z (Å)
Pb  1.61  -0.57  -5.01  1.7448
C  -2.07  0.31  0.78  -0.4552
C  -2.53  0.23  -0.48  0.0603
C  -3.27  1.29  -1.24  -1.2852
C  -2.38  2.25  -2.05  0.2657
C  -1.43  3.04  -1.21  -0.6324
C  -1.40  3.20  0.12  -0.2025
C  -2.45  2.83  1.14  -1.0289
C  -2.34  1.41  1.75  -0.8262
C  3.79  -0.75  -4.61  -1.3633
H  -1.49  -0.52  1.19  0.5095
H  -2.39  -0.72  -1.03  0.2421
H  -3.92  1.88  -0.59  0.4136
H  -3.93  0.77  -1.95  0.5336
H  -1.78  1.67  -2.78  -0.2849
H  -3.03  2.92  -2.63  0.4186
H  -0.66  3.55  -1.80  0.4562
H  -0.52  3.69  0.56  0.3773
H  -3.46  2.95  0.73  0.3825
H  -2.37  3.55  1.97  0.4273
H  -1.56  1.43  2.54  0.3441
H  -3.30  1.18  2.27  0.3063
H  3.92  -1.11  -3.58  0.5135
H  4.28  0.23  -4.70  0.3031
H  4.18  -1.49  -5.33  0.5038
P  -0.02  -1.95  -6.82  0.4227
P  2.17  0.52  -7.48  0.3961
C  -0.50  -0.36  -7.53  -0.8005
C  0.42  0.56  -7.95  -0.9339
C  -0.28  -3.08  -8.26  0.4699
C  -1.38  -2.91  -9.12  -0.3144
C  -1.59  -3.79  -10.20  -0.6992
C  -0.69  -4.84  -10.42  -0.4453
C  0.42  -5.00  -9.58  -0.7796
C  0.63  -4.12  -8.52  -0.0785
C  -1.42  -2.34  -5.70  0.4555
C  -1.95  -1.33  -4.88  -0.5636
C  -2.96  -1.63  -3.96  -0.1797
C  -3.44  -2.94  -3.84  -0.6327
C  -2.89  -3.95  -4.63  -0.6903
C  -1.88  -3.66  -5.55  -0.6689
C  2.95  0.65  -9.13  0.4369
C  2.58  -0.26  -10.14  -0.3463
C  2.87  0.01  -11.47  -0.6651
C  3.58  1.18  -11.81  -0.4776
C  4.07  2.02  -10.80  -0.6376
C  3.78  1.74  -9.46  -0.3715
C  2.42  2.19  -6.74  0.2171
C  3.62  2.43  -6.04  -0.3115
C  3.78  3.61  -5.31  -1.1289
C  2.80  4.60  -5.38  -0.5132
C  1.63  4.39  -6.11  -0.7654
C  1.42  3.17  -6.76  -0.2788
H  -1.58  -0.19  -7.67  0.7324
H  0.18  1.36  -8.67  0.9493
H  -2.07  -2.09  -8.95  0.3296
H  -2.44  -3.64  -10.86  0.4181
H  -0.86  -5.53  -11.25  0.4182
H  1.12  -5.82  -9.75  0.4145
H  1.50  -4.23  -7.87  0.4177
H  -1.59  -0.30  -4.94  0.3677
H  -3.39  -0.83  -3.34  0.4362
H  -4.24  -3.16  -3.13  0.4442
H  -3.24  -4.98  -4.51  0.4325
H  -1.47  -4.45  -6.18  0.4222
H  2.01  -1.16  -9.87  0.3881
H  2.53  -0.66  -12.26  0.4183
H  3.75  1.43  -12.86  0.3991
H  4.65  2.90  -11.05  0.4163
H  4.15  2.39  -8.68  0.3431
H  4.42  1.68  -6.06  0.8642
H  4.69  3.75  -4.72  0.4703
H  2.96  5.56  -4.88  0.4472
H  0.88  5.17  -6.18  0.4572
H  0.48  2.99  -7.29  0.4301
C  2.06  1.24  0.70  -0.6273
C  2.02  1.87  -0.56  -1.0179
C  1.60  1.17  -1.69  -0.3782
C  1.29  -0.22  -1.63  1.0411
C  0.99  -1.05  -2.74  -0.2545
C  0.65  -2.37  -2.59  -0.2056
C  0.61  -2.96  -1.30  -1.3154
C  0.90  -2.19  -0.19  -0.5180
C  1.29  -0.84  -0.32  0.8728
C  1.66  -0.08  0.82  -0.8058
H  2.40  1.78  1.58  0.4311
H  2.30  2.92  -0.64  0.4803
H  1.50  1.69  -2.65  0.4120
H  0.42  -2.98  -3.46  0.2964
H  0.35  -4.01  -1.21  0.4492
H  0.85  -2.61  0.81  0.4533
H  1.63  -0.57  1.79  0.4304

Calculated total energy in a.u.: -2615.999818
Strongest force on any atom in Eh/bohr: 0.0352
Total charge: +2
2S+1: 1

# 3
C45H45AsF6GeNP2SeTeZn | ωB97M-V with the def2-TZVPD basis set

Last column: Mulliken charge in e.
Element x y z (Å)
Zn  1.62  -0.27  -0.68  0.2679
Te  -3.60  1.50  -0.72  0.3289
C  -4.21  2.56  0.99  0.3929
C  -3.34  3.30  1.78  -0.0454
C  -3.85  3.93  2.91  -0.5490
N  -5.13  3.88  3.27  -0.6472
C  -5.96  3.19  2.49  -0.3941
C  -5.54  2.51  1.35  -0.5067
C  -1.86  0.57  0.10  -0.8496
P  -2.23  -1.20  0.41  0.2302
C  -3.48  -0.98  1.73  0.9457
C  -4.60  -1.80  1.72  -0.6889
C  -5.57  -1.68  2.71  -0.7039
C  -5.43  -0.74  3.71  -0.6771
C  -4.31  0.09  3.73  -0.9562
C  -3.34  -0.04  2.75  0.0591
C  -0.80  -1.89  1.33  0.1933
C  -0.80  -2.07  2.66  -0.9604
C  0.32  -2.80  3.31  -0.7214
C  0.85  -4.05  2.52  0.1024
C  0.47  -3.95  1.10  -1.8151
C  0.34  -2.56  0.56  0.5853
P  -0.35  1.23  0.32  -0.3690
C  3.03  -0.19  2.28  -0.1818
C  4.25  -0.26  1.62  0.1820
C  5.27  0.64  1.89  -1.0864
C  5.09  1.64  2.84  -0.4874
C  3.88  1.73  3.51  -1.0081
C  2.86  0.83  3.23  -0.2636
C  -0.26  2.99  -0.07  1.1788
C  -0.74  3.62  -1.22  0.2045
C  -0.52  4.97  -1.41  -0.8054
C  0.20  5.71  -0.48  -0.6167
C  0.71  5.09  0.65  -0.7729
C  0.49  3.73  0.85  -0.6578
H  -2.29  3.40  1.54  0.5399
H  -3.19  4.51  3.55  0.4024
H  -7.00  3.15  2.80  0.3878
H  -6.26  1.92  0.79  0.3721
H  -4.72  -2.54  0.93  0.4319
H  -6.44  -2.33  2.69  0.4185
H  -6.19  -0.64  4.47  0.4060
H  -4.20  0.84  4.51  0.4226
H  -2.47  0.61  2.77  0.6418
H  -1.61  -1.71  3.27  0.6038
H  0.10  -3.05  4.34  0.5763
H  0.62  -5.02  2.95  0.6266
H  0.58  -4.79  0.43  0.3030
H  0.07  -2.64  -0.49  0.4010
H  4.42  -1.03  0.87  0.4085
H  6.20  0.57  1.35  0.4418
H  5.88  2.34  3.05  0.3909
H  3.72  2.50  4.25  0.4334
H  1.92  0.90  3.76  0.4424
H  -1.29  3.05  -1.96  0.0517
H  -0.89  5.45  -2.31  0.4332
H  0.37  6.76  -0.64  0.3890
H  1.29  5.65  1.37  0.4212
H  0.93  3.24  1.71  0.4421
F  1.59  1.53  -1.88  -0.6628
As  3.33  1.83  -2.27  2.0861
F  3.57  1.61  -0.56  -0.3895
F  3.07  3.50  -2.07  -0.4913
F  4.99  1.97  -2.58  -0.4612
F  2.89  1.89  -3.93  -0.5058
F  3.41  0.06  -2.38  -0.4739
C  4.97  -4.55  0.23  -0.8491
C  4.62  -3.76  -0.85  -1.3580
C  3.56  -2.86  -0.72  0.0420
C  2.85  -2.75  0.46  0.3048
C  1.72  -1.76  0.67  1.7057
C  1.84  -1.12  2.07  -0.3337
C  1.75  -2.17  3.18  -0.5342
C  2.33  -3.54  2.76  -0.2739
C  3.20  -3.58  1.54  0.9123
C  4.26  -4.46  1.42  -0.8835
H  5.81  -5.24  0.15  0.3911
H  5.16  -3.82  -1.78  0.4756
H  3.32  -2.21  -1.56  0.2636
H  0.97  -0.47  2.18  0.1015
H  2.14  -1.76  4.11  0.6277
H  2.79  -4.07  3.59  0.6658
H  4.53  -5.09  2.26  0.4537
C  -1.31  -1.77  -6.09  -1.3248
Ge  -1.68  -0.05  -5.22  0.7851
C  -3.41  -0.15  -4.30  -1.1245
C  -1.67  1.40  -6.53  -1.2451
C  -0.33  0.36  -3.84  0.3072
Se  0.12  -1.18  -2.75  -0.1587
C  1.50  -1.95  -3.88  -1.0793
H  -2.16  -2.03  -6.73  0.4181
H  -1.19  -2.56  -5.35  0.3924
H  -0.42  -1.72  -6.72  0.3404
H  -4.19  -0.48  -4.98  0.4139
H  -3.69  0.83  -3.91  0.2372
H  -3.36  -0.86  -3.47  0.3489
H  -2.45  1.24  -7.29  0.3836
H  -0.71  1.45  -7.04  0.3740
H  -1.86  2.36  -6.05  0.3606
H  -0.74  1.09  -3.15  -1.0577
H  0.60  0.78  -4.23  0.4925
H  1.05  -2.31  -4.80  0.4270
H  1.94  -2.78  -3.33  0.3526
H  2.26  -1.20  -4.09  0.2489

Calculated total energy in a.u.: -11839.933806
Strongest force on any atom in Eh/bohr: 0.0067
Total charge: 0
2S+1: 2

# 4
C45H45BBiF4N2O6PSi | ωB97M-V with the def2-TZVPD basis set

Last column: Mulliken charge in e.
Element x y z (Å)
Bi  0.14  -0.16  0.83  2.3871
C  1.87  -1.02  -3.06  -0.5688
N  1.25  0.30  -3.05  0.3355
C  1.84  1.36  -3.86  -0.9361
C  0.23  0.53  -2.25  0.2314
O  -0.24  -0.36  -1.50  0.2570
C  -0.44  1.89  -2.27  -0.2991
O  -1.39  1.97  -1.24  0.0663
C  -2.59  1.31  -1.51  -0.7667
C  -3.14  0.78  -0.19  0.4080
O  -2.39  0.62  0.78  -0.8936
N  -4.45  0.50  -0.16  0.3495
C  -5.29  0.56  -1.34  -1.1523
C  -5.10  0.10  1.09  -1.1318
H  2.41  -1.14  -4.00  0.6227
H  2.56  -1.14  -2.22  0.1182
H  1.10  -1.78  -2.98  -0.2777
H  2.86  1.06  -4.12  0.4124
H  1.28  1.54  -4.77  0.2927
H  1.92  2.29  -3.29  0.3311
H  0.30  2.67  -2.07  -0.8360
H  -0.88  2.07  -3.26  0.5735
H  -3.30  1.99  -1.98  0.6249
H  -2.45  0.44  -2.17  0.3277
H  -5.61  1.58  -1.56  0.3289
H  -4.78  0.15  -2.21  0.4091
H  -6.18  -0.04  -1.17  0.3969
H  -4.40  0.23  1.90  0.2847
H  -5.98  0.72  1.26  0.4956
H  -5.40  -0.95  1.05  0.3274
O  1.28  -2.65  4.15  -0.7757
C  0.62  -2.61  3.13  -0.1160
O  0.01  -1.55  2.68  -0.6993
C  0.41  -3.89  2.32  0.3845
C  1.11  -5.01  2.77  -0.7560
C  0.97  -6.23  2.14  -0.7979
C  0.11  -6.36  1.06  -0.7403
C  -0.59  -5.25  0.61  -0.6771
C  -0.43  -4.00  1.21  1.3097
P  -1.42  -2.59  0.61  1.3148
C  -1.91  -2.96  -1.11  0.3940
C  -3.11  -2.49  -1.63  -1.0226
C  -3.36  -2.55  -3.00  -0.8666
C  -2.41  -3.06  -3.86  -0.8422
C  -1.20  -3.51  -3.36  -0.5030
C  -0.95  -3.45  -1.99  -0.9671
C  -2.93  -2.78  1.61  0.8100
C  -3.06  -2.06  2.80  -0.6001
C  -4.15  -2.26  3.63  -0.5723
C  -5.13  -3.17  3.28  -0.5762
C  -5.01  -3.91  2.11  -0.7872
C  -3.91  -3.72  1.29  -0.2464
H  1.76  -4.88  3.62  0.5338
H  1.53  -7.09  2.50  0.4063
H  -0.02  -7.31  0.57  0.4701
H  -1.26  -5.37  -0.23  0.3796
H  -3.86  -2.08  -0.97  0.5050
H  -4.31  -2.20  -3.38  0.4857
H  -2.61  -3.11  -4.93  0.3911
H  -0.45  -3.91  -4.02  0.4692
H  0.02  -3.78  -1.61  0.5048
H  -2.28  -1.35  3.08  0.5218
H  -4.23  -1.70  4.56  0.4499
H  -5.98  -3.33  3.93  0.4115
H  -5.76  -4.64  1.85  0.4489
H  -3.80  -4.32  0.39  0.3328
F  2.80  -0.94  1.53  -0.1850
B  2.85  -1.92  0.54  -0.3389
F  3.03  -3.18  1.03  -0.2487
F  3.70  -1.60  -0.50  -0.3510
F  1.44  -1.85  -0.04  0.1176
O  1.52  1.28  -0.05  0.6644
Si  2.35  2.60  0.40  -1.1666
C  2.09  2.97  2.23  0.6276
C  1.73  4.23  2.71  -0.2996
C  1.51  4.45  4.06  -0.6853
C  1.66  3.40  4.96  -0.4614
C  2.02  2.14  4.51  -0.9244
C  2.24  1.93  3.16  -0.1678
C  4.17  2.43  0.00  -0.1960
C  5.11  3.30  0.56  -0.3775
C  6.45  3.22  0.20  -0.7889
C  6.87  2.27  -0.73  -0.5192
C  5.94  1.40  -1.28  -0.7796
C  4.60  1.48  -0.92  0.1155
C  1.69  4.06  -0.59  0.2328
C  0.39  4.53  -0.38  0.1556
C  -0.17  5.51  -1.18  -0.8006
C  0.57  6.06  -2.22  -0.6572
C  1.87  5.63  -2.44  -0.7238
C  2.43  4.64  -1.63  -0.2317
H  1.61  5.05  2.01  0.3642
H  1.23  5.43  4.41  0.4116
H  1.48  3.57  6.02  0.3872
H  2.13  1.32  5.20  0.4655
H  2.55  0.94  2.82  0.6192
H  4.80  4.03  1.29  0.3689
H  7.17  3.90  0.64  0.4052
H  7.91  2.21  -1.00  0.3748
H  6.27  0.64  -1.99  0.4195
H  3.89  0.78  -1.34  0.3003
H  -0.21  4.10  0.42  0.4684
H  -1.18  5.86  -0.99  0.4543
H  0.15  6.83  -2.85  0.3926
H  2.46  6.06  -3.24  0.4456
H  3.44  4.31  -1.81  0.4164

Calculated total energy in a.u.: -3572.900239
Strongest force on any atom in Eh/bohr: 0.0049
Total charge: 0
2S+1: 1

- Which of these has the highest calculated total energy?
  C45H44P2Pb

- The highest total charge belongs to which entry?
  C45H44P2Pb